No. 1
146
Properties=species:S:1:pos:R:3:mulliken_charge:R:1 method="wB97M-V/def2-TZVPD" homo_ev=-7.01 lumo_ev=2.23 total_charge=-1 total_energy_ha=-3278.8200
P -1.92 -20.40 -9.15 1.881
F -1.74 -20.94 -10.68 -0.493
F -2.01 -18.89 -9.73 -0.439
F -3.57 -20.45 -9.27 -0.720
F -2.08 -19.96 -7.56 -0.499
F -1.85 -21.98 -8.67 -0.354
F -0.24 -20.22 -8.91 -0.373
C 1.23 -18.54 -11.78 -1.462
C -0.13 -17.93 -12.18 1.919
C -0.07 -16.43 -12.01 -0.597
O -1.29 -15.84 -12.52 -0.215
C -1.20 -14.48 -13.04 -0.874
N -0.39 -18.23 -13.59 -0.787
H 1.99 -18.15 -12.46 0.532
H 1.09 -19.63 -11.87 0.056
H 1.53 -18.38 -10.75 0.282
H -0.90 -18.37 -11.56 -0.772
H 0.84 -15.99 -12.51 0.430
H -0.08 -16.12 -10.97 0.072
H -0.51 -14.39 -13.81 0.374
H -0.96 -13.78 -12.20 0.284
H -2.20 -14.23 -13.40 0.214
H -0.23 -19.21 -13.84 0.293
H -1.38 -18.14 -13.72 0.284
C -1.77 -21.43 -3.98 -0.831
C -1.95 -20.28 -3.07 0.333
C -0.54 -19.65 -2.93 -0.675
O -0.57 -18.69 -1.85 -0.432
C 0.08 -17.49 -2.27 -0.546
N -2.94 -19.34 -3.61 -0.325
H -0.86 -21.96 -3.76 0.519
H -1.69 -21.07 -4.99 -0.192
H -2.62 -22.17 -3.95 0.229
H -2.23 -20.57 -2.03 0.249
H -0.41 -19.06 -3.82 0.231
H 0.23 -20.39 -2.90 0.349
H 0.89 -17.77 -2.97 0.260
H 0.59 -17.00 -1.46 0.345
H -0.62 -16.85 -2.85 0.186
H -3.85 -19.79 -3.71 0.121
H -3.05 -18.62 -2.91 0.283
C 4.84 -23.34 -6.53 -1.267
C 4.42 -22.45 -5.35 0.231
C 3.27 -21.54 -5.80 -0.676
O 2.18 -22.34 -6.20 -0.250
C 1.00 -21.54 -6.18 -0.042
N 4.11 -23.29 -4.18 -0.755
H 5.62 -24.02 -6.28 0.402
H 5.10 -22.77 -7.43 0.380
H 4.03 -23.95 -6.94 0.117
H 5.28 -21.79 -5.08 0.309
H 3.54 -20.97 -6.69 0.267
H 3.02 -20.84 -5.00 0.531
H 0.97 -20.77 -6.96 0.254
H 0.88 -21.05 -5.19 -0.178
H 0.12 -22.14 -6.37 -0.099
H 3.46 -24.00 -4.54 0.327
H 3.63 -22.72 -3.52 0.297
C -4.80 -23.76 -12.25 -1.417
C -5.51 -23.60 -10.91 0.589
C -4.99 -24.54 -9.93 -0.738
O -5.66 -24.41 -8.72 -0.038
C -6.67 -25.36 -8.51 -0.776
N -5.42 -22.21 -10.37 -0.592
H -3.83 -23.28 -12.10 0.213
H -5.37 -23.29 -13.05 0.296
H -4.65 -24.83 -12.40 0.448
H -6.58 -23.77 -11.11 0.312
H -3.94 -24.29 -9.75 -0.076
H -5.00 -25.63 -10.17 0.505
H -6.22 -26.35 -8.31 0.311
H -7.40 -25.39 -9.32 0.303
H -7.20 -24.98 -7.62 0.121
H -4.58 -21.70 -10.47 0.184
H -5.69 -22.32 -9.42 0.276
C -1.02 -16.78 -7.73 -0.990
C -1.44 -16.31 -6.37 1.157
C -1.50 -14.79 -6.28 -1.118
O -2.08 -14.39 -5.00 -0.293
C -2.55 -13.07 -5.12 -0.732
N -2.73 -16.92 -6.05 0.136
H -0.11 -17.42 -7.87 0.313
H -1.00 -16.01 -8.49 0.153
H -1.78 -17.45 -8.18 -0.261
H -0.68 -16.56 -5.65 0.131
H -2.08 -14.23 -7.07 0.445
H -0.43 -14.48 -6.31 0.493
H -1.69 -12.37 -5.07 0.271
H -3.16 -12.85 -4.24 0.246
H -3.21 -12.96 -6.01 0.298
H -2.61 -17.92 -5.78 -0.505
H -3.11 -16.52 -5.20 0.364
C -4.80 -21.93 -6.19 0.276
C -5.36 -22.75 -5.02 -0.478
O -6.81 -22.78 -4.99 -0.604
H -4.88 -22.49 -7.13 0.013
H -3.77 -21.80 -6.00 -0.437
H -5.35 -21.03 -6.13 0.394
H -5.01 -22.31 -4.08 0.285
H -4.98 -23.78 -5.05 0.229
H -7.18 -23.06 -5.81 0.291
C -1.86 -25.84 -6.47 -1.140
C -1.24 -25.33 -7.74 1.274
O -0.13 -26.18 -8.08 -0.665
H -2.45 -26.72 -6.68 0.345
H -2.60 -25.17 -5.97 0.114
H -1.14 -26.05 -5.65 0.349
H -0.93 -24.28 -7.65 -0.498
H -1.97 -25.32 -8.57 -0.095
H 0.58 -25.59 -8.40 0.313
C 2.30 -22.00 -10.00 -1.141
C 1.35 -23.14 -9.71 2.201
C 1.19 -23.97 -10.94 -1.637
O 1.91 -23.92 -8.66 -0.632
H 1.79 -21.42 -10.75 0.099
H 3.25 -22.34 -10.36 0.435
H 2.41 -21.28 -9.18 0.186
H 0.40 -22.73 -9.41 -0.683
H 0.52 -24.81 -10.72 0.371
H 2.14 -24.32 -11.38 0.354
H 0.66 -23.41 -11.73 0.328
H 2.17 -23.30 -7.98 0.209
C -6.09 -15.83 -5.69 -1.295
C -6.02 -15.78 -7.19 1.050
C -7.22 -15.17 -7.80 -1.612
O -4.90 -14.90 -7.45 -0.644
H -6.08 -14.83 -5.34 0.307
H -5.22 -16.35 -5.30 0.161
H -6.96 -16.35 -5.26 0.396
H -5.80 -16.78 -7.54 0.076
H -8.02 -15.86 -7.65 0.409
H -6.92 -14.91 -8.79 0.390
H -7.44 -14.27 -7.16 0.372
H -4.16 -15.41 -7.05 0.201
C -5.51 -18.27 -10.79 -0.523
C -5.85 -19.01 -12.08 0.285
C -4.70 -19.60 -12.76 -0.976
O -6.85 -19.98 -11.71 -0.672
H -4.72 -17.58 -10.99 0.426
H -5.10 -18.96 -10.10 -0.219
H -6.43 -17.84 -10.41 0.287
H -6.36 -18.36 -12.80 0.384
H -4.15 -18.82 -13.32 0.380
H -5.02 -20.32 -13.51 0.318
H -4.02 -20.11 -12.07 -0.066
H -6.44 -20.77 -11.30 0.494

=====

No. 2
144
Properties=species:S:1:pos:R:3:mulliken_charge:R:1 method="wB97M-V/def2-TZVPD" homo_ev=-8.98 relative_energy_kcal_mol=146.5 lumo_ev=0.15 total_energy_ha=-2536.9105 smiles="COC[C@H](C)N.COC[C@H](C)N.COC[C@H](C)N.COC[C@H](C)N.COC[C@H](C)N.COC[C@H](C)N.COC[C@H](C)N.COC[C@H](C)N.NC(N)=O"
C -3.76 7.00 1.95 -0.684
O -4.29 7.21 0.66 -0.368
C -4.22 8.52 0.19 -0.647
C -5.14 9.51 0.95 0.294
C -6.52 8.93 1.02 -1.247
N -5.15 10.84 0.26 -0.720
H -4.43 7.50 2.66 0.267
H -2.69 7.17 1.97 0.298
H -3.76 5.99 2.36 0.258
H -3.17 8.80 0.23 0.370
H -4.49 8.46 -0.86 0.320
H -4.67 9.61 1.92 0.305
H -6.88 8.87 -0.01 0.315
H -7.18 9.53 1.64 0.382
H -6.57 7.93 1.44 0.306
H -5.58 10.73 -0.64 0.287
H -5.75 11.40 0.85 0.265
C 8.33 -8.45 1.10 -0.734
O 9.76 -8.53 1.17 -0.307
C 10.22 -9.84 1.42 -0.617
C 11.78 -9.84 1.03 0.339
C 12.37 -11.26 0.97 -1.356
N 12.63 -9.02 1.86 -0.628
H 8.04 -8.53 0.05 0.275
H 8.01 -7.48 1.48 0.222
H 7.87 -9.26 1.66 0.337
H 10.01 -10.13 2.45 0.305
H 9.80 -10.59 0.74 0.353
H 11.90 -9.42 0.03 0.245
H 11.74 -11.80 0.26 0.360
H 12.33 -11.72 1.95 0.349
H 13.37 -11.23 0.52 0.359
H 12.21 -8.11 1.99 0.251
H 12.79 -9.42 2.78 0.245
C 3.57 6.23 -1.36 -0.727
O 2.78 6.74 -2.46 -0.298
C 3.69 6.90 -3.60 -0.558
C 2.91 7.21 -4.87 0.296
C 2.18 5.96 -5.23 -1.477
N 3.81 7.48 -5.96 -0.709
H 4.23 6.93 -0.86 0.308
H 4.19 5.37 -1.61 0.320
H 2.81 6.05 -0.59 0.243
H 4.42 7.69 -3.41 0.315
H 4.21 5.95 -3.64 0.276
H 2.25 8.08 -4.78 0.350
H 1.41 5.61 -4.54 0.359
H 2.78 5.06 -5.40 0.347
H 1.59 6.08 -6.15 0.376
H 4.28 6.59 -6.02 0.308
H 4.44 8.18 -5.62 0.270
C -10.68 2.50 0.50 -0.695
O -10.56 3.74 1.21 -0.340
C -11.42 4.75 0.66 -0.680
C -12.90 4.54 0.72 0.484
C -13.71 5.67 0.14 -1.583
N -13.40 4.36 2.08 -0.692
H -10.03 1.75 0.95 0.269
H -10.38 2.64 -0.54 0.299
H -11.66 2.04 0.66 0.283
H -11.27 5.64 1.27 0.342
H -11.15 4.96 -0.38 0.315
H -13.20 3.66 0.15 0.301
H -14.77 5.40 0.14 0.390
H -13.46 5.87 -0.90 0.382
H -13.82 6.60 0.70 0.347
H -12.81 3.64 2.47 0.290
H -13.11 5.17 2.62 0.288
C -7.32 -3.37 -5.49 -0.826
O -6.59 -4.59 -5.79 -0.310
C -5.24 -4.50 -5.41 -0.569
C -4.58 -5.79 -5.93 0.755
C -5.24 -7.11 -5.74 -1.565
N -3.16 -5.86 -5.49 -0.799
H -7.96 -3.34 -4.61 0.299
H -8.02 -3.31 -6.33 0.273
H -6.81 -2.41 -5.52 0.320
H -4.72 -3.58 -5.67 0.325
H -5.41 -4.52 -4.33 0.310
H -4.43 -5.77 -7.01 0.158
H -4.74 -8.00 -6.13 0.429
H -6.19 -7.18 -6.26 0.311
H -5.25 -7.37 -4.68 0.372
H -2.73 -6.64 -5.96 0.269
H -2.62 -5.08 -5.84 0.248
C -0.44 -3.19 6.56 -0.659
O -0.16 -3.24 7.98 -0.347
C -0.16 -4.59 8.53 -0.696
C -0.04 -4.49 10.10 0.326
C 0.01 -5.93 10.79 -1.351
N -1.34 -3.86 10.58 -0.764
H -1.09 -4.02 6.27 0.294
H 0.52 -3.39 6.10 0.265
H -0.83 -2.23 6.22 0.239
H -1.09 -5.08 8.26 0.374
H 0.73 -5.13 8.19 0.375
H 0.84 -3.99 10.48 0.291
H 0.94 -6.42 10.53 0.369
H -0.87 -6.56 10.63 0.343
H 0.14 -5.76 11.86 0.367
H -2.13 -4.48 10.45 0.259
H -1.50 -3.26 9.78 0.315
C 2.08 -1.04 0.10 -0.776
O 0.77 -0.44 0.27 -0.312
C 0.43 0.53 -0.75 -0.507
C -1.07 0.98 -0.61 0.603
C -2.16 -0.01 -0.91 -1.416
N -1.36 2.17 -1.48 -0.721
H 2.91 -0.33 -0.02 0.300
H 2.11 -1.88 -0.59 0.309
H 2.30 -1.56 1.03 0.267
H 1.19 1.31 -0.64 0.323
H 0.51 -0.02 -1.68 0.270
H -1.24 1.35 0.40 0.226
H -2.43 -0.77 -0.18 0.333
H -2.08 -0.53 -1.86 0.287
H -3.05 0.61 -0.99 0.346
H -2.20 2.60 -1.13 0.244
H -0.72 2.91 -1.22 0.233
C 9.47 0.60 1.20 -0.785
O 10.49 -0.32 0.96 -0.308
C 10.47 -1.38 1.94 -0.668
C 11.66 -2.40 1.66 0.460
C 11.74 -2.81 0.19 -1.494
N 11.30 -3.64 2.33 -0.723
H 8.53 0.35 0.71 0.303
H 9.72 1.47 0.60 0.280
H 9.33 1.00 2.21 0.308
H 10.62 -0.87 2.89 0.373
H 9.59 -2.01 1.87 0.287
H 12.61 -2.01 2.04 0.307
H 10.88 -3.16 -0.38 0.334
H 12.33 -3.73 0.25 0.469
H 12.29 -2.12 -0.45 0.348
H 10.81 -3.34 3.17 0.253
H 10.62 -4.07 1.73 0.258
N -4.06 3.13 -6.83 -0.341
C -3.36 2.18 -7.27 0.673
N -2.83 1.45 -6.33 -0.382
O -3.20 1.95 -8.48 -0.694
H -4.18 3.12 -5.83 0.157
H -4.44 3.85 -7.43 0.215
H -2.85 1.79 -5.38 0.153
H -2.20 0.71 -6.62 0.214